{
  "formula": "C56H140As4F28N9O15S4",
  "method": "ωB97M-V/def2-TZVPD",
  "elements": ["C", "C", "N", "C", "C", "C", "C", "C", "O", "C", "H", "H", "H", "H", "H", "H", "H", "H", "H", "H", "H", "H", "H", "H", "H", "H", "H", "H", "H", "H", "C", "C", "N", "C", "C", "C", "C", "C", "O", "C", "H", "H", "H", "H", "H", "H", "H", "H", "H", "H", "H", "H", "H", "H", "H", "H", "H", "H", "H", "H", "C", "C", "N", "C", "C", "C", "C", "C", "O", "C", "H", "H", "H", "H", "H", "H", "H", "H", "H", "H", "H", "H", "H", "H", "H", "H", "H", "H", "H", "H", "C", "C", "N", "C", "C", "C", "C", "C", "O", "C", "H", "H", "H", "H", "H", "H", "H", "H", "H", "H", "H", "H", "H", "H", "H", "H", "H", "H", "H", "H", "C", "C", "N", "C", "C", "C", "C", "C", "O", "C", "H", "H", "H", "H", "H", "H", "H", "H", "H", "H", "H", "H", "H", "H", "H", "H", "H", "H", "H", "H", "C", "C", "N", "C", "C", "C", "C", "C", "O", "C", "H", "H", "H", "H", "H", "H", "H", "H", "H", "H", "H", "H", "H", "H", "H", "H", "H", "H", "H", "H", "C", "C", "N", "C", "C", "C", "C", "C", "O", "C", "H", "H", "H", "H", "H", "H", "H", "H", "H", "H", "H", "H", "H", "H", "H", "H", "H", "H", "H", "H", "As", "F", "F", "F", "F", "F", "F", "As", "F", "F", "F", "F", "F", "F", "As", "F", "F", "F", "F", "F", "F", "As", "F", "F", "F", "F", "F", "F", "N", "S", "O", "O", "F", "S", "O", "O", "F", "N", "S", "O", "O", "F", "S", "O", "O", "F"],
  "coordinates": [[5.959, 1.917, 1.761], [7.369, 2.349, 2.038], [8.516, 1.850, 1.000], [8.211, 2.637, -0.309], [9.860, 2.332, 1.655], [11.122, 1.891, 0.906], [8.378, 0.372, 0.717], [8.444, -0.491, 2.012], [9.773, -0.618, 2.311], [10.219, -0.621, 3.633], [5.287, 2.700, 2.113], [5.814, 0.886, 2.085], [5.731, 1.816, 0.700], [7.657, 2.109, 3.062], [7.502, 3.424, 1.917], [8.270, 3.685, -0.016], [7.234, 2.357, -0.703], [9.056, 2.379, -0.947], [10.019, 1.892, 2.640], [9.885, 3.420, 1.717], [12.067, 2.242, 1.319], [11.044, 2.182, -0.142], [11.209, 0.805, 0.932], [9.104, 0.093, -0.047], [7.413, 0.198, 0.241], [7.982, -1.472, 1.898], [7.862, -0.075, 2.835], [9.534, -0.038, 4.248], [11.211, -0.173, 3.589], [10.253, -1.627, 4.052], [-2.141, -1.576, -1.532], [-1.662, -0.149, -1.674], [-0.947, 0.459, -0.364], [-0.711, 1.974, -0.569], [-1.861, 0.203, 0.907], [-3.396, 0.431, 0.748], [0.427, -0.230, -0.164], [1.470, 0.466, 0.814], [0.849, 0.741, 2.104], [1.888, 1.219, 2.959], [-2.873, -1.667, -2.335], [-2.763, -1.902, -0.698], [-1.364, -2.334, -1.623], [-2.456, 0.530, -1.984], [-0.995, -0.075, -2.532], [-0.304, 2.272, -1.535], [-0.150, 2.545, 0.170], [-1.750, 2.304, -0.567], [-1.509, 0.872, 1.692], [-1.708, -0.820, 1.251], [-3.968, -0.273, 0.144], [-3.668, 1.421, 0.382], [-3.877, 0.447, 1.727], [0.935, -0.164, -1.126], [0.170, -1.288, -0.112], [1.814, 1.402, 0.375], [2.301, -0.237, 0.864], [2.033, 2.297, 2.896], [2.927, 0.914, 2.831], [1.513, 1.121, 3.978], [0.098, 4.270, -4.323], [-0.856, 5.461, -4.345], [-0.392, 6.659, -3.433], [-1.311, 7.852, -3.771], [-0.751, 6.239, -1.985], [-0.461, 7.302, -0.874], [1.107, 6.902, -3.562], [1.707, 6.984, -4.924], [1.296, 8.145, -5.488], [2.075, 8.527, -6.670], [1.135, 4.471, -4.589], [-0.299, 3.557, -5.045], [0.138, 3.700, -3.395], [-1.859, 5.156, -4.047], [-0.933, 5.853, -5.360], [-0.950, 8.744, -3.258], [-2.296, 7.578, -3.394], [-1.336, 8.064, -4.840], [-0.143, 5.336, -1.932], [-1.793, 5.921, -1.966], [0.460, 7.813, -1.155], [-0.461, 6.851, 0.118], [-1.067, 8.208, -0.875], [1.619, 6.128, -2.991], [1.273, 7.857, -3.064], [1.474, 6.232, -5.679], [2.795, 6.987, -4.859], [1.951, 7.958, -7.591], [3.146, 8.533, -6.471], [1.830, 9.572, -6.863], [-4.891, 0.417, 5.911], [-4.539, 1.258, 4.602], [-5.538, 2.413, 4.370], [-5.338, 3.618, 5.324], [-5.316, 2.962, 2.992], [-6.368, 4.006, 2.525], [-7.061, 1.851, 4.501], [-7.442, 0.651, 3.714], [-7.288, 0.782, 2.388], [-7.348, -0.426, 1.624], [-5.769, -0.226, 5.855], [-5.099, 0.996, 6.811], [-3.969, -0.098, 6.181], [-4.543, 0.669, 3.685], [-3.554, 1.726, 4.587], [-4.495, 4.165, 4.902], [-5.170, 3.136, 6.287], [-6.296, 4.139, 5.345], [-5.366, 2.130, 2.289], [-4.297, 3.351, 2.993], [-7.342, 3.632, 2.209], [-5.974, 4.522, 1.650], [-6.560, 4.824, 3.220], [-7.703, 2.660, 4.152], [-7.108, 1.814, 5.589], [-8.459, 0.265, 3.787], [-6.842, -0.192, 4.057], [-7.060, -0.083, 0.631], [-8.295, -0.931, 1.432], [-6.550, -1.087, 1.963], [-2.269, -5.232, -5.290], [-3.075, -4.551, -6.407], [-3.681, -3.116, -6.234], [-4.306, -2.713, -7.613], [-4.741, -3.011, -5.148], [-5.769, -4.123, -5.161], [-2.509, -2.106, -5.941], [-2.913, -0.653, -5.662], [-3.679, -0.539, -4.502], [-4.207, 0.829, -4.255], [-2.928, -5.277, -4.423], [-1.358, -4.691, -5.034], [-1.936, -6.213, -5.630], [-3.939, -5.126, -6.738], [-2.406, -4.334, -7.240], [-4.910, -1.819, -7.767], [-4.893, -3.578, -7.923], [-3.555, -2.761, -8.401], [-5.295, -2.081, -5.277], [-4.216, -3.012, -4.193], [-6.348, -4.115, -6.084], [-6.551, -3.918, -4.430], [-5.351, -5.121, -5.025], [-1.687, -2.145, -6.656], [-2.016, -2.425, -5.023], [-3.537, -0.265, -6.467], [-2.099, 0.048, -5.477], [-4.507, 1.392, -5.138], [-3.494, 1.473, -3.739], [-5.023, 0.707, -3.542], [2.539, -5.949, -2.791], [2.068, -6.891, -1.720], [0.799, -6.398, -0.883], [0.912, -4.858, -0.543], [-0.460, -6.547, -1.764], [-1.730, -5.916, -1.128], [0.775, -7.137, 0.435], [0.776, -8.669, 0.335], [-0.462, -8.977, -0.223], [-0.691, -10.364, -0.252], [3.517, -6.309, -3.111], [2.768, -4.951, -2.418], [1.973, -5.834, -3.715], [2.853, -7.034, -0.977], [1.812, -7.782, -2.294], [0.149, -4.448, 0.119], [0.902, -4.228, -1.432], [1.839, -4.592, -0.036], [-0.620, -7.617, -1.901], [-0.169, -6.107, -2.717], [-1.930, -6.360, -0.153], [-2.635, -6.145, -1.692], [-1.636, -4.831, -1.141], [-0.111, -6.780, 0.958], [1.671, -6.714, 0.891], [0.820, -9.119, 1.327], [1.568, -9.042, -0.314], [-0.576, -10.818, 0.732], [0.013, -10.715, -1.006], [-1.697, -10.551, -0.628], [-1.189, -1.535, 6.005], [-0.051, -1.772, 5.034], [0.706, -3.103, 5.300], [-0.243, -4.355, 5.162], [1.781, -3.155, 4.189], [1.207, -3.695, 2.828], [1.444, -3.094, 6.661], [2.035, -1.799, 7.222], [2.815, -1.200, 6.190], [3.365, 0.035, 6.572], [-2.044, -2.208, 5.943], [-1.478, -0.500, 5.820], [-0.723, -1.578, 6.989], [0.695, -0.998, 5.217], [-0.275, -1.620, 3.978], [-0.959, -4.454, 5.978], [0.283, -5.275, 4.908], [-0.853, -4.114, 4.291], [2.536, -3.843, 4.571], [2.222, -2.167, 4.055], [0.763, -4.688, 2.892], [2.114, -3.752, 2.225], [0.612, -3.006, 2.229], [2.102, -3.962, 6.702], [0.697, -3.327, 7.421], [2.609, -1.977, 8.131], [1.237, -1.099, 7.471], [2.583, 0.755, 6.810], [3.885, 0.417, 5.693], [4.173, -0.113, 7.289], [5.106, -2.199, -0.582], [4.129, -1.477, -1.918], [6.688, -1.741, -1.389], [6.115, -2.766, 0.803], [3.646, -2.832, 0.235], [5.242, -3.746, -1.542], [4.985, -0.665, 0.294], [3.801, 4.375, -1.081], [2.090, 3.869, -1.205], [3.816, 3.954, 0.683], [5.583, 4.713, -0.924], [3.804, 4.917, -2.810], [3.356, 6.059, -0.747], [4.258, 2.707, -1.504], [-4.698, 4.401, -1.997], [-5.298, 3.616, -3.504], [-4.140, 5.830, -3.020], [-4.119, 5.319, -0.585], [-5.443, 3.100, -0.881], [-3.120, 3.544, -2.144], [-6.293, 5.253, -1.927], [-3.517, -3.642, 2.879], [-4.330, -5.090, 2.354], [-3.225, -4.373, 4.523], [-2.776, -2.108, 3.452], [-3.734, -2.854, 1.251], [-5.138, -2.881, 3.280], [-1.950, -4.280, 2.288], [0.760, -1.320, -5.285], [1.483, -0.055, -5.091], [2.635, 0.186, -5.990], [1.534, 0.505, -3.738], [0.368, 0.906, -5.850], [1.674, -2.312, -4.238], [1.222, -2.377, -2.873], [3.062, -2.589, -4.537], [0.929, -3.666, -4.782], [-2.107, 5.026, 4.295], [-2.650, 6.102, 3.407], [-4.026, 5.932, 2.993], [-1.733, 6.797, 2.485], [-2.864, 7.284, 4.488], [-1.376, 4.122, 3.087], [0.086, 4.247, 3.064], [-2.103, 3.749, 1.918], [-1.439, 2.679, 3.866]],
  "mulliken_charge": [-0.730, -0.821, 0.074, -1.098, -0.353, -1.269, -0.499, -0.698, -0.338, -0.838, 0.473, 0.235, -0.015, 0.450, 0.646, 0.438, 0.390, 0.403, 0.237, 0.592, 0.409, 0.317, 0.283, 0.597, 0.311, 0.374, 0.378, 0.383, 0.268, 0.259, 0.009, 0.110, 1.023, -0.607, 0.982, -0.504, 0.481, -1.465, 0.259, -0.991, 0.058, -0.218, -0.363, -0.197, 0.401, 0.008, 0.192, 0.056, 0.127, 0.052, 0.265, 0.195, -0.832, -0.252, -0.029, 0.248, 0.756, 0.358, 0.195, 0.271, -0.325, -0.450, 0.192, -0.914, 0.688, -1.289, -0.021, -1.291, -0.333, -0.827, 0.143, 0.422, -0.387, 0.462, 0.401, 0.342, 0.347, 0.336, -0.197, 0.023, 0.329, 0.266, 0.377, -0.010, 0.673, 0.417, 0.637, 0.303, 0.342, 0.276, -1.358, 0.311, 0.444, -0.896, 1.197, -1.654, -0.894, -0.535, -0.206, -0.634, 0.377, 0.368, 0.139, -0.270, 0.365, 0.162, 0.455, 0.412, -0.132, -0.416, 0.420, 0.225, 0.370, 0.627, 0.578, 0.536, 0.108, 0.187, 0.313, 0.231, -0.798, -0.776, 0.391, -1.039, 0.188, -1.496, -0.451, -0.777, 0.028, -0.821, 0.201, 0.063, 0.587, 0.559, 0.449, 0.334, 0.469, 0.423, 0.281, 0.053, 0.355, 0.456, 0.301, 0.494, 0.032, 0.327, 0.481, 0.413, -0.029, 0.407, -1.209, -0.334, 0.984, -1.201, -0.860, -0.857, -0.745, -0.963, -0.210, -0.836, 0.471, 0.067, 0.290, 0.462, 0.292, 0.221, -0.068, 0.875, 0.461, 0.666, 0.318, 0.570, -0.175, 0.212, 0.566, 0.570, 0.438, 0.313, 0.344, 0.243, -1.334, 0.323, 0.850, -1.190, -1.020, -0.411, -0.783, -0.750, -0.213, -0.786, 0.213, 0.254, 0.304, 0.049, 0.115, 0.281, 0.433, 0.366, 0.494, 0.389, 0.375, 0.296, 0.001, 0.578, 0.449, 0.554, 0.268, 0.383, 0.141, 0.323, 1.968, -0.425, -0.525, -0.546, -0.315, -0.521, -0.371, 2.073, -0.376, -0.503, -0.546, -0.517, -0.475, -0.468, 1.960, -0.493, -0.513, -0.482, -0.543, -0.225, -0.493, 1.848, -0.467, -0.506, -0.338, -0.512, -0.538, -0.508, 0.047, 0.680, -0.657, -0.337, -0.383, 0.844, -0.298, -0.566, -0.414, -0.360, 0.914, -0.533, -0.500, -0.371, 0.901, -0.575, 0.098, -0.299],
  "e_tot_ha": -17170.9463,
  "e_above_lowest_kcal_mol": 154.8,
  "total_charge": 1
}